# 1
Density functional theory data (ωB97M-V with the def2-TZVPD basis set) for a single C4H7FO molecule in a non-equilibrium geometry.

**E_HOMO**: -9.5 eV
**Max |F|**: 3.14 eV/A
**SMILES string**: OC1(CF)CC1
**Orbital gap**: 10.45 eV
**Net charge**: 0
**Energy relative to the best compared isomer or geometry (same formula, charge and spin)**: 35.5 kcal per mole
**DFT total energy**: -331.6528 Eh
**Lowest unoccupied orbital energy**: 0.033 hartree

```
13
Properties=species:S:1:pos:R:3:nbo_charge:R:1
O 1.033 -1.041 0.980 -0.679
C 0.276 -0.187 0.234 0.173
C 0.980 0.979 -0.327 0.046
F 0.063 1.590 -1.130 -0.369
C -1.149 0.002 0.721 -0.430
C -0.935 -0.774 -0.572 -0.464
H 1.496 -1.533 0.269 0.467
H 1.834 0.758 -0.972 0.162
H 1.362 1.737 0.459 0.167
H -1.347 -0.601 1.609 0.229
H -1.509 1.012 0.596 0.224
H -1.007 -1.815 -0.402 0.226
H -1.098 -0.128 -1.466 0.248
```

***

# 2
Density functional theory data (ωB97M-V with the def2-TZVPD basis set) for a molecular structure, C42H34ClN8PSSc.

**E_HOMO**: -15.5 eV
**Max |F|**: 0.48 eV/A
**Orbital gap**: 6.52 eV
**Net charge**: +3
**Energy relative to the best compared isomer or geometry (same formula, charge and spin)**: 1.1 kcal per mole
**DFT total energy**: -4018.7139 Eh
**Lowest unoccupied orbital energy**: -0.331 hartree

```
88
Properties=species:S:1:pos:R:3:mulliken_charge:R:1
Sc -0.196 -0.591 -0.254 -0.046
C 4.380 -0.851 0.081 -0.711
C 3.138 -0.651 -0.506 -0.250
N 2.049 -1.275 -0.057 -0.028
C 2.211 -2.144 0.962 0.313
C 3.453 -2.282 1.570 -0.396
N 4.527 -1.633 1.140 -0.495
C 1.029 -2.930 1.362 0.554
C 1.116 -4.111 2.068 -0.820
C -0.038 -4.864 2.308 0.756
C -1.244 -4.372 1.802 -0.785
C -1.260 -3.179 1.113 0.906
N -0.143 -2.462 0.906 0.123
C -2.497 -2.538 0.610 0.114
C -3.728 -3.177 0.563 -0.609
N -4.838 -2.546 0.201 -0.520
C -4.733 -1.260 -0.104 -0.836
C -3.504 -0.615 -0.109 -0.323
N -2.380 -1.250 0.228 0.362
C 0.019 -6.132 3.056 0.560
C 1.123 -6.972 2.949 -0.535
C 1.123 -8.160 3.667 -0.478
N 0.126 -8.523 4.468 -0.518
C -0.923 -7.714 4.576 -0.476
C -1.030 -6.515 3.884 -0.564
H 5.266 -0.365 -0.307 0.440
H 3.030 0.003 -1.359 0.705
H 3.584 -2.918 2.436 0.461
H 2.069 -4.464 2.434 0.480
H -2.153 -4.936 1.950 0.536
H -3.827 -4.226 0.810 0.470
H -5.638 -0.728 -0.367 0.473
H -3.437 0.420 -0.407 0.471
H 1.954 -6.745 2.293 0.467
H 1.957 -8.846 3.593 0.386
H -1.713 -8.035 5.244 0.385
H -1.899 -5.887 4.034 0.476
Cl -0.652 -1.321 -2.766 0.030
C -2.117 -0.459 -3.320 0.810
C -2.924 -1.122 -4.217 -0.798
C -4.067 -0.466 -4.665 -0.625
C -4.368 0.811 -4.217 -0.847
C -3.525 1.457 -3.320 -0.261
C -2.373 0.829 -2.857 -0.258
P -1.210 1.572 -1.684 1.322
C -1.913 3.098 -0.997 0.690
C -1.574 4.341 -1.542 -0.640
C -2.108 5.509 -1.012 -0.720
C -2.980 5.452 0.066 -0.644
C -3.302 4.223 0.630 -0.704
C -2.765 3.058 0.109 -0.186
C 0.166 2.100 -2.733 0.302
C 0.008 2.620 -4.016 -0.203
C 1.127 2.967 -4.759 -0.782
C 2.403 2.793 -4.234 -0.905
C 2.568 2.277 -2.956 -0.587
C 1.448 1.932 -2.213 0.220
H -2.678 -2.116 -4.564 0.547
H -4.720 -0.963 -5.370 0.473
H -5.259 1.312 -4.571 0.488
H -3.759 2.458 -2.975 0.515
H -0.908 4.408 -2.391 0.447
H -1.850 6.463 -1.453 0.481
H -3.402 6.362 0.472 0.435
H -3.965 4.176 1.484 0.470
H -2.995 2.124 0.609 0.316
H -0.981 2.740 -4.442 0.556
H 1.006 3.369 -5.756 0.479
H 3.268 3.060 -4.826 0.470
H 3.565 2.144 -2.553 0.566
H 1.553 1.562 -1.194 -0.453
C 2.586 5.355 0.560 -1.462
C 2.693 4.038 1.247 1.049
C 3.765 3.622 1.998 -0.978
C 3.735 2.353 2.583 0.778
N 2.674 1.535 2.419 -0.334
C 1.659 1.949 1.709 0.568
S 0.201 0.994 1.588 -0.177
N 1.660 3.172 1.119 0.254
C 4.852 1.837 3.414 -1.157
H 3.322 6.052 0.950 0.431
H 1.591 5.783 0.690 0.385
H 2.766 5.229 -0.511 0.304
H 4.610 4.279 2.141 0.452
H 0.830 3.464 0.612 -0.173
H 5.646 2.567 3.535 0.397
H 5.256 0.933 2.952 0.262
H 4.468 1.542 4.392 0.347
```

***

# 3
Density functional theory data (ωB97M-V with the def2-TZVPD basis set) for 9 unconnected molecules or ions with the total composition C54H135N9O18 in a non-equilibrium geometry.

**E_HOMO (alpha / beta)**: -9.7 / -9.7 eV
**Multiplicity**: 2
**Max |F|**: 4.41 eV/A
**Orbital gap (alpha / beta)**: 6.91 / 2.10 eV
**Net charge**: +1
**Energy relative to the best compared isomer or geometry (same formula, charge and spin)**: 174.1 kcal per mole
**DFT total energy**: -3984.4646 Eh
**Lowest unoccupied orbital energy (alpha / beta)**: -0.102 / -0.278 hartree

```
216
Properties=species:S:1:pos:R:3:lowdin_spin:R:1
C 13.570 15.862 -3.454 0.000
O 14.355 15.116 -2.499 0.000
C 14.060 15.721 -1.203 0.000
C 14.604 14.918 0.028 0.000
N 13.586 13.907 0.289 0.001
C 14.137 12.841 1.157 0.000
C 14.613 13.199 2.621 0.002
O 13.817 14.225 3.169 0.002
C 14.250 14.664 4.374 0.002
H 13.662 15.407 -4.440 0.000
H 13.913 16.849 -3.763 0.000
H 12.497 15.799 -3.269 0.000
H 12.991 15.919 -1.118 0.000
H 14.693 16.599 -1.071 0.000
H 14.563 15.526 0.932 0.000
H 15.551 14.441 -0.229 0.000
H 12.924 14.380 0.888 0.000
H 15.035 12.436 0.690 0.000
H 13.484 11.978 1.282 0.000
H 15.666 13.479 2.622 0.001
H 14.695 12.343 3.291 0.000
H 15.277 15.013 4.482 0.001
H 14.095 13.947 5.180 0.000
H 13.779 15.619 4.608 0.000
C 14.477 7.689 -4.298 0.000
O 15.654 8.287 -3.826 0.000
C 15.861 8.436 -2.412 0.000
C 17.023 9.268 -2.130 0.000
N 16.664 10.683 -2.251 0.000
C 17.082 11.504 -1.117 0.000
C 18.624 11.692 -0.994 0.000
O 19.295 12.708 -1.703 0.000
C 18.627 13.916 -1.928 0.000
H 14.634 7.397 -5.336 0.000
H 13.639 8.383 -4.231 0.000
H 14.217 6.801 -3.722 0.000
H 15.814 7.394 -2.097 0.000
H 14.913 8.805 -2.022 0.000
H 17.921 9.051 -2.708 0.000
H 17.364 9.059 -1.117 0.000
H 15.682 10.798 -2.459 0.000
H 16.809 11.112 -0.137 0.000
H 16.603 12.483 -1.113 0.000
H 19.174 10.838 -1.389 0.000
H 18.799 11.706 0.081 0.000
H 19.464 14.547 -2.229 0.000
H 18.345 14.352 -0.970 0.000
H 17.828 13.861 -2.668 0.000
C 23.292 3.259 -5.317 0.000
O 22.888 3.628 -3.980 0.000
C 21.523 4.141 -3.967 0.000
C 21.305 5.115 -2.816 0.000
N 20.403 6.211 -3.191 0.000
C 21.020 7.300 -3.973 0.000
C 19.941 8.515 -4.090 0.000
O 20.245 9.332 -5.173 0.000
C 19.258 10.447 -5.321 0.000
H 24.118 2.578 -5.522 0.000
H 23.525 4.132 -5.926 0.000
H 22.477 2.636 -5.684 0.000
H 20.783 3.350 -3.848 0.000
H 21.274 4.769 -4.822 0.000
H 22.256 5.455 -2.404 0.000
H 20.882 4.445 -2.068 0.000
H 19.622 5.864 -3.730 0.000
H 21.540 7.013 -4.887 0.000
H 21.865 7.753 -3.454 0.000
H 19.929 8.947 -3.090 0.000
H 18.941 8.169 -4.350 0.000
H 18.672 10.566 -4.410 0.000
H 18.660 10.337 -6.226 0.000
H 19.874 11.341 -5.408 0.000
C 19.526 9.389 3.971 0.003
O 18.211 9.951 4.191 0.012
C 17.984 11.166 3.435 0.020
C 18.656 12.457 3.860 0.069
N 17.944 13.192 4.937 0.711
C 17.694 12.366 6.202 0.056
C 17.081 13.347 7.137 0.001
O 18.100 14.217 7.461 0.017
C 17.983 15.037 8.604 0.001
H 20.129 9.919 3.234 0.000
H 19.436 8.348 3.661 0.001
H 20.179 9.343 4.843 0.001
H 16.913 11.137 3.238 0.000
H 18.334 10.978 2.419 0.002
H 18.888 13.065 2.985 0.002
H 19.673 12.251 4.193 0.037
H 18.057 14.181 5.105 0.016
H 18.596 12.049 6.727 0.027
H 17.071 11.480 6.085 0.012
H 16.866 12.885 8.101 0.000
H 16.240 13.919 6.746 0.000
H 17.303 15.851 8.352 0.000
H 18.952 15.424 8.918 0.000
H 17.493 14.385 9.327 0.001
C 21.637 20.735 -10.070 0.000
O 22.197 20.562 -8.761 0.000
C 21.538 21.394 -7.795 0.000
C 21.794 21.054 -6.173 0.000
N 20.894 19.896 -5.859 0.000
C 21.147 18.716 -6.630 0.000
C 20.558 17.478 -5.823 0.000
O 20.818 17.599 -4.359 0.000
C 19.658 17.277 -3.556 0.000
H 20.559 20.590 -9.996 0.000
H 22.149 19.995 -10.685 0.000
H 22.007 21.720 -10.354 0.000
H 20.456 21.525 -7.821 0.000
H 21.763 22.446 -7.969 0.000
H 21.534 21.934 -5.585 0.000
H 22.837 20.809 -5.976 0.000
H 21.231 19.464 -5.011 0.000
H 22.229 18.590 -6.670 0.000
H 20.620 18.776 -7.583 0.000
H 21.164 16.729 -6.332 0.000
H 19.587 17.119 -6.165 0.000
H 20.199 16.975 -2.659 0.000
H 18.987 16.459 -3.819 0.000
H 19.137 18.203 -3.313 0.000
C 21.995 11.716 -3.191 0.000
O 23.365 12.102 -3.297 0.000
C 23.975 12.408 -2.042 0.000
C 25.540 12.436 -2.270 0.000
N 26.192 13.429 -1.401 0.000
C 26.013 12.977 -0.027 0.000
C 26.768 13.710 1.095 0.000
O 28.243 13.716 0.985 0.000
C 28.832 12.563 1.400 0.000
H 21.898 10.726 -3.636 0.000
H 21.230 12.401 -3.556 0.000
H 21.712 11.314 -2.218 0.000
H 23.576 11.730 -1.288 0.000
H 23.724 13.434 -1.771 0.000
H 25.772 12.548 -3.329 0.000
H 25.942 11.463 -1.989 0.000
H 27.173 13.399 -1.640 0.000
H 26.421 11.967 0.009 0.000
H 24.958 12.877 0.228 0.000
H 26.510 13.345 2.089 0.000
H 26.473 14.759 1.131 0.000
H 28.875 12.390 2.475 0.000
H 29.867 12.592 1.058 0.000
H 28.352 11.731 0.885 0.000
C 12.538 9.164 -9.679 0.000
O 13.620 9.473 -8.829 0.000
C 14.382 10.597 -9.216 0.000
C 15.087 11.052 -8.011 0.000
N 14.070 11.454 -6.952 0.000
C 14.695 11.618 -5.637 0.000
C 13.744 12.224 -4.604 0.000
O 13.835 11.519 -3.371 0.000
C 12.923 12.195 -2.464 0.000
H 12.125 8.301 -9.158 0.000
H 12.943 8.974 -10.673 0.000
H 11.798 9.964 -9.654 0.000
H 13.817 11.489 -9.484 0.000
H 15.011 10.444 -10.093 0.000
H 15.638 11.934 -8.337 0.000
H 15.776 10.347 -7.547 0.000
H 13.271 10.837 -6.961 0.000
H 15.651 12.135 -5.556 0.000
H 14.916 10.601 -5.314 0.000
H 12.706 12.247 -4.936 0.000
H 14.072 13.240 -4.383 0.000
H 11.934 12.076 -2.907 0.000
H 13.095 13.267 -2.556 0.000
H 12.966 11.909 -1.413 0.000
C 11.764 8.485 2.779 0.000
O 12.171 7.278 2.048 0.000
C 13.373 7.486 1.329 0.000
C 13.854 6.112 0.782 0.000
N 12.860 5.730 -0.122 0.000
C 13.384 4.585 -0.875 0.000
C 13.441 3.290 -0.112 0.000
O 14.138 2.347 -0.900 0.000
C 13.670 1.059 -0.816 0.000
H 11.664 9.437 2.258 0.000
H 12.576 8.827 3.421 0.000
H 10.937 8.455 3.488 0.000
H 14.046 7.910 2.074 0.000
H 13.188 8.139 0.476 0.000
H 13.822 5.402 1.609 0.000
H 14.831 6.234 0.314 0.000
H 12.151 5.575 0.580 0.000
H 14.302 4.848 -1.400 0.000
H 12.773 4.551 -1.777 0.000
H 12.368 3.114 -0.028 0.000
H 13.818 3.424 0.901 0.000
H 13.737 0.785 0.237 0.000
H 14.307 0.484 -1.487 0.000
H 12.634 1.023 -1.153 0.000
C 15.945 1.120 -3.770 0.000
O 16.376 1.221 -5.183 0.000
C 16.496 2.609 -5.673 0.000
C 17.712 3.336 -5.119 0.000
N 18.027 4.568 -5.701 0.000
C 17.122 5.652 -5.242 0.000
C 17.085 6.655 -6.396 0.000
O 16.288 6.051 -7.580 0.000
C 16.453 6.758 -8.846 0.000
H 16.766 1.129 -3.052 0.000
H 15.391 0.222 -3.497 0.000
H 15.351 1.999 -3.521 0.000
H 15.604 3.194 -5.447 0.000
H 16.531 2.528 -6.759 0.000
H 18.548 2.668 -5.330 0.000
H 17.621 3.344 -4.033 0.000
H 17.778 4.444 -6.672 0.000
H 17.353 6.066 -4.260 0.000
H 16.058 5.416 -5.258 0.000
H 18.106 6.945 -6.644 0.000
H 16.725 7.657 -6.161 0.000
H 17.471 6.834 -9.229 0.000
H 16.002 7.743 -8.728 0.000
H 15.829 6.298 -9.612 0.000
```